DFT (ωB97M-V/def2-TZVPD) results for a structure of composition C39H42N3O6PW at a distorted geometry.

Results
* LUMO (spin up / spin down): -0.3 / -0.3 eV
* energy above the lowest of the compared OMol25 structures with the same formula, charge and spin: 19.4 kcal per mole
* DFT total energy: -68995.3127 eV
* Kohn-Sham gap (spin up / spin down): 6.48 / 6.26 eV
* M: 863.59 Da

Structure (XYZ):
```
92
Properties=species:S:1:pos:R:3:forces:R:3
W 0.46371 -0.16886 0.53384 0.5 -1.3 0.4
O 1.25889 -0.43335 4.70359 -0.1 0.0 -0.2
C 1.51347 -0.29547 3.52270 0.7 0.2 0.3
O 0.60049 -0.19376 2.60015 -0.2 0.0 -0.2
C 2.99767 -0.26227 3.09265 -0.3 -0.1 -0.1
C 3.36099 -1.42388 2.13885 0.2 0.0 0.2
C 4.86389 -1.70691 2.21672 -0.2 0.1 0.0
C 5.43578 -0.43993 1.54305 -0.1 0.0 -0.1
C 4.14866 0.25656 1.06938 0.1 0.1 0.1
O 3.23368 -0.81931 0.83461 0.2 -0.4 0.2
C 3.47263 0.96551 2.25557 -0.3 0.0 -0.3
C 2.36397 1.86882 1.71196 0.4 0.2 0.6
O 2.24096 2.99425 2.12333 -0.2 0.0 -0.2
O 1.68817 1.36963 0.68814 -0.2 0.0 -0.5
H 3.56199 -0.34156 4.01863 0.0 0.1 0.0
H 2.73167 -2.29862 2.22176 -0.1 0.0 -0.1
H 5.09376 -2.60031 1.63691 0.0 0.0 0.0
H 5.19778 -1.85224 3.24272 0.0 0.0 0.0
H 6.08663 -0.68039 0.70375 0.0 0.0 0.0
H 5.98557 0.19701 2.23499 0.0 0.0 0.0
H 4.25539 0.86518 0.17457 -0.1 0.0 0.0
H 4.14908 1.60661 2.81409 0.0 0.0 0.0
O 1.16175 -2.40035 0.58618 0.0 0.5 -0.5
C 1.09108 -1.80606 -0.52157 -0.9 1.6 1.2
C 1.33718 -2.20176 -1.87020 0.1 -0.3 -1.5
C 1.83629 -3.42710 -2.32801 -0.1 0.2 0.7
C 1.92612 -3.66030 -3.68400 0.0 0.0 -0.3
C 1.53358 -2.68404 -4.59757 0.0 -0.1 0.2
C 1.05273 -1.45999 -4.15085 0.0 0.1 -0.1
C 0.95143 -1.21531 -2.79404 0.1 -0.3 0.3
P 0.24089 0.23877 -1.93794 -0.2 -0.1 0.1
C 0.92058 1.65869 -2.86339 0.2 0.0 0.3
C 1.84481 2.46461 -2.19825 -0.1 -0.1 0.0
C 2.48477 3.49683 -2.86900 0.0 0.0 -0.1
C 2.20668 3.72992 -4.20697 0.1 0.0 0.1
C 1.27501 2.94251 -4.87036 0.0 0.0 -0.1
C 0.63038 1.91336 -4.20435 0.0 0.0 0.0
C -1.50377 0.15149 -2.49496 0.0 -0.1 0.0
C -2.23771 1.26457 -2.89139 0.1 -0.1 0.0
C -3.60534 1.15683 -3.10701 -0.1 0.0 0.0
C -4.24732 -0.05680 -2.92138 0.0 0.0 0.0
C -3.51914 -1.17513 -2.53313 0.0 0.0 0.0
C -2.15729 -1.06862 -2.31727 0.1 0.1 -0.1
H 2.14760 -4.16902 -1.60276 0.0 0.0 0.0
H 2.30719 -4.60601 -4.04752 0.0 0.0 0.0
H 1.60067 -2.88211 -5.65923 0.0 0.0 0.0
H 0.76629 -0.70410 -4.86852 0.0 0.0 0.0
H 2.03372 2.28775 -1.14745 0.0 0.0 0.0
H 3.19804 4.11875 -2.34368 0.0 0.0 0.0
H 2.70909 4.53217 -4.73225 0.0 0.0 0.0
H 1.05019 3.13541 -5.91174 0.0 0.0 0.0
H -0.12099 1.33089 -4.72251 0.0 0.0 0.0
H -1.74075 2.21719 -3.02694 -0.1 0.0 0.0
H -4.17320 2.02591 -3.41354 0.0 0.0 0.0
H -5.31608 -0.13330 -3.07599 0.0 0.0 0.0
H -4.02133 -2.12529 -2.39617 0.0 0.0 0.0
H -1.57397 -1.92938 -2.01303 -0.1 0.0 0.0
C -1.22298 1.28403 0.55385 0.2 0.0 -0.3
C -0.91960 2.61938 1.16775 -0.1 0.2 0.0
C -0.99697 2.82628 2.54461 0.1 -0.1 0.0
C -0.83390 4.09145 3.08518 0.1 0.0 0.0
C -0.57732 5.17617 2.26290 0.0 0.1 0.0
C -0.47885 4.98479 0.89267 0.0 0.0 0.0
C -0.65831 3.72275 0.35348 0.0 -0.2 0.0
H -1.63725 1.47715 -0.43467 0.0 -0.1 0.0
H -2.02748 0.82989 1.12491 0.1 -0.2 -0.1
H -1.17739 1.98005 3.19698 0.1 0.2 0.0
H -0.89687 4.22908 4.15767 0.0 0.0 0.0
H -0.44567 6.16268 2.68924 0.0 0.0 0.0
H -0.27032 5.82653 0.24259 0.0 0.0 0.0
H -0.60455 3.57463 -0.72125 0.0 0.0 0.0
C -2.56888 -0.16677 3.23513 0.0 -0.1 0.0
N -3.16522 -0.95442 2.16729 -0.2 -0.1 0.2
C -4.61287 -0.93534 2.11412 0.1 0.1 0.0
C -2.42245 -1.87524 1.48482 -0.1 0.4 0.0
N -1.27102 -1.58137 0.96969 0.3 -0.3 -0.1
N -2.98399 -3.12910 1.33369 0.0 0.0 -0.1
C -3.57728 -3.78144 2.49256 0.0 0.0 0.0
C -2.41269 -4.05496 0.37555 0.0 0.0 0.0
H -2.94845 -0.51319 4.20412 0.0 0.0 0.0
H -2.82746 0.88929 3.13129 -0.1 -0.1 0.0
H -1.48596 -0.27848 3.21879 -0.1 0.1 0.0
H -4.94220 0.07652 1.86292 0.0 0.0 0.0
H -5.06081 -1.20779 3.07618 0.0 0.0 0.0
H -4.97231 -1.61631 1.34696 0.0 0.0 0.0
H -0.77944 -2.44330 0.77759 -0.1 -0.2 -0.1
H -3.77989 -3.05703 3.27516 0.0 0.0 0.0
H -2.89269 -4.53445 2.89666 0.0 0.0 0.0
H -4.51061 -4.27465 2.21397 0.0 0.0 0.0
H -1.49283 -4.52837 0.74270 0.0 0.0 0.0
H -2.19845 -3.54366 -0.56142 0.0 0.0 0.0
H -3.14100 -4.84254 0.18120 0.0 0.0 0.0
```
Forces are in eV/Å.



DFT (ωB97M-V/def2-TZVPD) results for the ion C6H7N4 with charge +1 at a distorted geometry.

Results
* charge: +1
* LUMO: -4.5 eV
* energy above the lowest of the compared OMol25 structures with the same formula, charge and spin: 37.5 kcal per mole
* DFT total energy: -12286.3390 eV
* Kohn-Sham gap: 8.39 eV
* M: 135.15 Da

Structure (XYZ):
```
17
Properties=species:S:1:pos:R:3:forces:R:3
C 1.85549 0.31492 -0.05933 0.1 0.1 0.0
C -1.63110 -1.19557 -0.01542 0.0 0.1 0.0
C 1.48923 1.62773 -0.05150 0.5 -0.3 -0.1
C -0.45865 -0.31268 0.02254 0.2 0.6 -0.1
C 0.89787 -0.73511 -0.02378 -0.3 0.6 0.0
C -0.72640 1.02860 0.04307 -3.0 -1.1 0.3
N -2.75753 -0.60597 0.02349 -0.3 -0.9 0.6
N -2.95193 0.61169 -0.09996 2.5 1.4 -1.2
N 0.18283 1.98364 -0.01276 0.1 0.2 -0.2
N 1.28285 -2.00729 -0.05667 0.0 -0.1 0.0
H 2.90329 0.06128 -0.08594 0.1 0.1 0.0
H -1.59614 -2.26622 -0.07058 0.0 -0.2 0.0
H 2.21115 2.42949 -0.05987 0.1 0.0 0.0
H -3.50385 1.10579 0.59409 0.0 -0.2 0.6
H -0.08614 2.96387 -0.01011 0.1 -0.3 0.1
H 2.25625 -2.23487 -0.18286 -0.1 -0.1 0.1
H 0.63277 -2.76932 0.04558 0.1 0.1 -0.1
```
Forces are in eV/Å.



DFT (ωB97M-V/def2-TZVPD) results for a cluster of 2 separate species, C13H28N4O7P in total at a distorted geometry.

Results
* charge: +1
* LUMO: -3.2 eV
* energy above the lowest of the compared OMol25 structures with the same formula, charge and spin: 48.3 kcal per mole
* DFT total energy: -43508.9259 eV
* Kohn-Sham gap: 7.99 eV
* M: 383.36 Da

Structure (XYZ):
```
53
Properties=species:S:1:pos:R:3:forces:R:3
C -7.80714 -3.05025 1.52076 0.4 0.3 -1.0
C -8.33478 -1.57684 1.51278 -0.8 -1.5 -0.7
O -7.33104 -0.57978 1.73977 -0.3 0.5 1.1
N -6.31216 -0.69696 0.84636 0.5 -1.3 -2.2
C -5.13790 -0.13108 1.01396 -0.7 1.2 2.5
N -4.91040 0.65261 2.11479 1.9 -0.4 -1.8
C -3.61642 1.01919 1.91729 -2.1 -0.5 0.7
N -3.07970 0.51055 0.81725 1.5 1.8 1.0
C -1.66527 0.78021 0.47092 1.6 -0.3 0.3
C -1.22685 2.26062 0.65723 0.2 0.2 -1.2
C 0.24941 2.36346 0.11673 -0.1 -0.5 0.4
O 1.14120 2.87564 1.11692 0.6 0.5 -0.7
C 2.22946 2.04056 1.33264 0.6 -0.6 -0.1
C 3.63479 2.31629 0.78994 0.1 0.5 -0.2
O 2.04858 1.04981 1.96543 -0.3 -0.7 0.5
N -4.03892 -0.22181 0.18362 -1.6 -1.1 -0.4
P -3.83449 -1.07757 -1.28397 1.2 -1.2 -2.7
O -2.98737 -0.37679 -2.23386 0.2 0.6 0.8
O -3.23266 -2.52561 -0.84317 -1.5 1.2 0.1
O -5.26767 -1.35063 -2.02504 0.8 -0.5 2.2
H -7.81775 -3.43450 0.47413 0.0 0.1 0.7
H -6.74877 -3.08234 1.84350 -0.6 -0.1 0.2
H -8.42930 -3.74814 2.10459 0.4 0.5 -0.1
H -8.82355 -1.36643 0.53239 0.3 0.0 0.6
H -9.12905 -1.50777 2.27875 0.9 0.7 -0.2
H -6.47047 -1.24669 0.00592 -0.4 0.3 0.2
H -3.11800 1.67312 2.64172 0.1 -0.4 -0.7
H -1.04828 0.16962 1.17038 -0.4 0.2 -0.5
H -1.37679 0.46268 -0.54518 -0.8 0.0 0.4
H -1.27286 2.61631 1.70037 0.1 -0.2 -0.5
H -1.82990 2.91299 -0.01017 0.0 -0.4 0.7
H 0.59804 1.33613 -0.13215 -0.2 0.6 -0.1
H 0.31102 3.01335 -0.77973 -0.1 -0.4 0.5
H 3.66871 2.93290 -0.12593 -0.2 0.0 0.6
H 4.15960 1.36624 0.55790 -0.7 0.4 0.3
H 4.23019 2.77729 1.60744 -0.4 0.0 -0.6
H -3.25627 -3.14112 -1.59829 0.3 0.1 0.2
H -5.51293 -2.28751 -1.89856 -0.2 0.3 -0.2
C 8.76006 -0.65957 -0.20790 0.0 0.1 0.0
C 7.41853 -1.25223 -0.59984 0.1 0.0 0.0
O 6.38464 -0.28738 -0.73290 -0.3 0.0 0.1
C 6.59017 0.72236 -1.70676 0.1 0.0 -0.1
C 6.75493 0.18849 -3.11891 0.0 -0.1 0.0
H 8.67421 -0.10501 0.72861 0.0 -0.1 0.0
H 9.49985 -1.45126 -0.07882 0.0 0.0 0.0
H 9.13901 0.03008 -0.96357 0.0 -0.1 0.0
H 7.09155 -1.94029 0.18125 -0.1 0.1 0.0
H 7.50265 -1.84459 -1.51711 0.1 0.0 0.0
H 7.43986 1.35325 -1.42440 0.0 0.0 -0.1
H 5.70654 1.36338 -1.67172 0.0 -0.1 0.1
H 7.63354 -0.45094 -3.21367 0.0 0.1 0.0
H 6.86489 1.01244 -3.82594 0.0 0.0 0.0
H 5.88524 -0.40646 -3.40572 0.0 0.1 0.0
```
Forces are in eV/Å.



DFT (ωB97M-V/def2-TZVPD) results for a structure of composition C26H28MoN6O9S at a distorted geometry.

Results
* LUMO (spin up / spin down): -0.4 / -0.5 eV
* expectation value of S²: 2.02
* energy above the lowest of the compared OMol25 structures with the same formula, charge and spin: 241.3 kcal per mole
* DFT total energy: -67469.3878 eV
* Kohn-Sham gap (spin up / spin down): 6.16 / 6.76 eV
* M: 696.55 Da
* spin multiplicity: 3

Structure (XYZ):
```
71
Properties=species:S:1:pos:R:3:forces:R:3
Mo -1.39730 -0.49080 -0.00547 -3.2 -0.2 0.4
O -3.12866 -0.13182 1.02351 -5.8 5.1 -3.3
C -3.72446 -0.48754 2.24668 1.0 -0.2 -0.6
C -2.61992 -1.34834 2.73574 0.5 0.0 -0.3
C -2.63511 -2.01161 3.95340 1.2 -0.8 0.6
C -1.52822 -2.78675 4.28502 -0.9 0.1 0.6
C -0.45828 -2.86959 3.39708 0.1 1.1 -0.7
C -0.53471 -2.16977 2.20220 2.3 -0.8 4.3
N -1.58947 -1.40923 1.84647 -3.3 -1.0 7.5
H -3.84873 0.64596 0.31177 2.2 -2.9 1.0
H -4.64701 -1.04570 2.07573 -0.2 0.1 0.2
H -3.87585 0.39552 2.87050 -0.2 -0.1 0.1
H -3.48036 -1.93062 4.62653 0.0 0.1 -0.1
H -1.49755 -3.32353 5.22867 0.0 0.1 -0.1
H 0.41649 -3.46593 3.62968 -0.1 0.1 -0.2
H 0.27342 -2.20290 1.47814 -0.1 -0.1 1.1
O 1.72473 -4.93257 -1.64182 -0.8 -1.8 1.5
C 0.91522 -5.29792 -0.62169 2.3 -1.6 -1.6
O 1.00478 -6.43018 -0.15230 -0.5 1.4 -0.2
C -0.07967 -4.34626 -0.12805 -1.2 1.2 1.1
C -1.04500 -4.69971 0.80532 0.0 0.7 -0.4
N -1.79099 -3.59375 1.05110 -1.6 -1.6 -1.2
N -1.40995 -2.52387 0.35560 1.5 -5.7 -8.3
C -0.33901 -2.95421 -0.34479 0.1 -1.7 -0.9
C 0.47689 -2.05120 -1.20703 2.1 -2.8 -2.1
O 1.34495 -2.61908 -1.94933 -1.7 3.1 1.6
O 0.25742 -0.80946 -1.12180 0.5 -0.3 -0.3
H 1.61896 -3.96927 -1.90182 -0.4 0.2 0.3
H -1.23816 -5.63904 1.30299 0.0 0.1 -0.1
H -2.57422 -3.49114 1.68548 0.1 -0.2 0.0
O -0.41865 -0.25140 1.37683 7.8 6.9 2.6
C 2.82076 4.28819 2.13789 0.2 0.1 0.0
C 2.00035 3.10684 2.63068 0.1 0.1 -0.3
C 0.80754 2.78683 1.73335 -0.6 -0.2 0.5
N 1.20273 2.35333 0.39651 -1.1 -0.6 -1.3
C 0.33884 1.96114 -0.59126 3.3 0.4 0.6
S -1.32878 1.92021 -0.47154 -1.0 1.1 -0.1
N 0.90178 1.54619 -1.78378 -1.1 0.6 0.2
C 2.20781 1.45335 -2.24861 1.7 -1.6 -0.5
O 2.57599 0.45854 -2.86785 -0.9 1.5 0.6
C 3.15639 2.57028 -2.00218 0.2 0.6 0.1
C 2.72226 3.89909 -1.91815 0.4 0.2 0.1
C 3.65049 4.92554 -1.72949 0.0 -0.2 -0.1
C 5.01078 4.63035 -1.63714 -0.1 -0.1 0.0
C 5.44891 3.31045 -1.74088 -0.3 0.0 0.0
C 4.52493 2.28153 -1.92952 0.2 0.2 0.1
H 3.59953 4.53528 2.86644 -0.1 0.0 -0.1
H 2.19428 5.17414 1.99576 0.1 -0.1 0.0
H 3.31529 4.05650 1.19124 0.0 0.1 0.0
H 1.62982 3.33309 3.63750 -0.1 -0.2 -0.2
H 2.65055 2.22831 2.71662 -0.2 0.0 0.1
H 0.15476 3.66141 1.63396 0.1 -0.1 0.0
H 0.22382 1.97911 2.18925 0.0 0.1 -0.1
H 2.16048 2.04049 0.30731 0.0 0.1 -0.2
H 0.28079 0.92446 -2.28826 0.1 0.0 0.0
H 1.66866 4.15070 -2.00799 0.1 -0.2 0.0
H 3.31290 5.95702 -1.66034 0.0 -0.2 0.0
H 5.73202 5.43198 -1.49600 -0.1 -0.1 0.0
H 6.51105 3.08354 -1.68698 -0.2 0.0 0.0
H 4.87534 1.25596 -2.03055 -0.2 0.2 0.0
O -1.35209 -2.38746 -2.75790 -1.0 0.7 0.2
C -2.32298 -1.64061 -2.67616 1.4 -2.5 -2.2
C -3.37668 -1.60720 -3.73455 -0.4 -0.3 -0.9
C -4.34097 -0.57869 -3.22997 -0.8 0.2 -0.6
C -3.73146 -0.13842 -1.93914 -0.8 0.2 -0.7
O -4.26191 0.71617 -1.23531 -0.2 0.7 1.6
N -2.59416 -0.78358 -1.69598 -0.4 0.9 0.5
H -3.84573 -2.59121 -3.83010 0.3 0.1 -0.1
H -2.93776 -1.31623 -4.69375 0.1 -0.3 0.1
H -5.33293 -1.00495 -3.05191 0.0 0.4 0.0
H -4.42495 0.27003 -3.91556 -0.2 0.0 0.3
```
Forces are in eV/Å.



DFT (ωB97M-V/def2-TZVPD) results for the molecule C2ClF3 at a distorted geometry.

Results
* LUMO: 0.8 eV
* structure (SMILES): FC(F)=C(F)Cl
* energy above the lowest of the compared OMol25 structures with the same formula, charge and spin: 2.1 kcal per mole
* DFT total energy: -22747.4039 eV
* Kohn-Sham gap: 10.41 eV
* M: 116.47 Da

Structure (XYZ):
```
6
Properties=species:S:1:pos:R:3:forces:R:3
F -2.04739 0.38692 0.09798 -1.7 0.5 -0.1
C -0.91979 -0.20234 -0.01330 1.8 -1.3 -0.1
F -0.99245 -1.53082 -0.07877 -0.3 0.6 0.2
C 0.23897 0.43421 -0.02869 -0.3 -0.9 0.0
F 0.22629 1.75033 -0.06894 0.5 0.7 0.2
Cl 1.72982 -0.40289 0.04115 -0.1 0.5 -0.2
```
Forces are in eV/Å.



DFT (ωB97M-V/def2-TZVPD) results for a cluster of 10 separate species, H20O10 in total at a distorted geometry.

Results
* LUMO: -0.7 eV
* structure (SMILES): O.O.O.O.O.O.O.O.O.O
* energy above the lowest of the compared OMol25 structures with the same formula, charge and spin: 70.5 kcal per mole
* DFT total energy: -20799.5560 eV
* Kohn-Sham gap: 9.48 eV
* M: 180.15 Da

Structure (XYZ):
```
30
Properties=species:S:1:pos:R:3:forces:R:3
O 0.13730 -2.59990 0.16837 1.0 1.3 1.4
H -0.18370 -3.13190 -0.52863 -0.4 -0.6 -1.4
H 0.60230 -1.81090 -0.19963 -0.8 -0.9 0.0
O -1.04470 0.11710 -0.39363 -1.4 -2.2 1.7
H -0.63570 0.84410 -0.75563 1.4 2.6 -1.7
H -0.91970 0.25210 0.56137 -0.2 -0.5 -0.1
O -0.81270 -0.18190 2.27037 -0.1 -0.5 0.7
H -1.47270 -0.64190 2.81437 0.1 0.1 -0.3
H 0.00230 -0.68390 2.41037 -0.1 0.1 -0.2
O -0.31770 1.92110 4.01237 0.2 0.1 -0.9
H 0.17730 2.66810 3.62137 -0.4 -0.7 0.2
H -0.49470 1.29410 3.26137 0.3 0.8 0.8
O 1.92230 -0.51890 -0.32463 0.4 0.3 -0.8
H 2.33230 -0.33690 -1.19063 -0.2 -0.2 0.5
H 2.61730 -0.91590 0.20137 0.4 -0.5 0.0
O 0.49130 0.75610 -3.66463 0.6 -0.5 -1.4
H 1.23630 0.28710 -3.29563 0.3 -0.4 -0.1
H 0.25330 1.36210 -2.99163 -0.9 1.1 1.0
O 1.74030 1.32810 1.63137 -0.5 0.4 -0.2
H 2.42030 1.10410 2.24737 0.6 0.1 0.9
H 1.90830 0.72810 0.90037 -0.3 0.0 -0.5
O -3.38270 -1.98290 0.15337 -1.2 -1.7 -0.1
H -3.11970 -2.91090 0.32037 0.0 1.0 -0.1
H -2.65270 -1.43290 0.36137 1.3 0.7 0.1
O -1.00470 -1.33990 -2.77863 -0.2 -1.4 -0.6
H -1.00170 -1.18090 -1.83463 0.0 0.7 0.2
H -0.60970 -0.61990 -3.27963 -0.1 0.2 0.5
O 0.34830 2.38110 -1.39863 -0.3 -0.4 -0.7
H 0.20630 2.85110 -0.57463 0.6 0.2 0.1
H 1.25730 2.39510 -1.72463 -0.1 0.6 0.8
```
Forces are in eV/Å.